Record 1
{
  "formula": "C3H9N3",
  "method": "ωB97M-V with the def2-TZVPD basis set",
  "elements": ["C", "C", "C", "N", "N", "N", "H", "H", "H", "H", "H", "H", "H", "H", "H"],
  "positions_angstrom": [[-1.03882, -0.95941, -1.39227], [-0.00195, -1.82105, -0.84086], [0.57011, 0.70884, 1.98467], [-0.71532, -0.96313, 0.02954], [0.45819, 1.81436, -0.10790], [0.81867, 0.71602, 0.46791], [-0.71686, -0.17332, -2.11429], [-2.00509, -1.33584, -1.77305], [-0.18235, -2.98471, -0.83252], [0.97988, -1.56745, -1.26800], [1.06524, -0.06546, 2.31407], [1.03991, 1.52350, 2.41515], [-0.50814, 0.73024, 2.08493], [0.62336, 1.91528, -1.08899], [-0.38684, 2.46213, 0.12161]],
  "nbo_charge": [-0.33, -0.31, -0.43, -0.30, -0.57, -0.13, 0.18, 0.20, 0.19, 0.20, 0.20, 0.19, 0.20, 0.37, 0.34],
  "lumo_ev": [1.0, 0.3],
  "e_tot_ha": -283.75426,
  "relative_energy_kcal_mol": 143.6,
  "fmax_ha_per_bohr": 0.12216,
  "e_homo_ev": [-8.592, -7.290]
}

Record 2
{
  "formula": "C18H21NO4S",
  "method": "ωB97M-V with the def2-TZVPD basis set",
  "elements": ["C", "O", "C", "C", "C", "C", "C", "C", "C", "O", "N", "C", "C", "C", "C", "C", "C", "S", "C", "O", "C", "C", "O", "C", "H", "H", "H", "H", "H", "H", "H", "H", "H", "H", "H", "H", "H", "H", "H", "H", "H", "H", "H", "H", "H"],
  "positions_angstrom": [[2.06464, -4.49397, -3.73313], [0.82797, -4.50082, -3.04858], [0.48148, -3.52605, -2.17545], [-0.86726, -3.56805, -1.79215], [-1.38158, -2.65372, -0.91745], [-0.59661, -1.60972, -0.40651], [-1.23214, -0.68350, 0.48012], [-0.65144, 0.38874, 1.04591], [-1.37219, 1.21089, 2.08259], [-1.43576, 0.79987, 3.22622], [-1.94599, 2.35506, 1.66658], [-1.85919, 2.84079, 0.30831], [-0.66442, 3.77775, 0.09727], [-0.84593, 5.15679, 0.72336], [-1.16678, 5.11260, 2.21688], [-2.59051, 4.62827, 2.49805], [-2.70859, 3.11262, 2.64351], [1.00943, 0.79651, 0.76215], [1.64088, -0.44722, -0.38971], [2.77021, -0.24528, -0.75237], [0.76261, -1.53993, -0.78276], [1.31088, -2.53946, -1.63105], [2.64736, -2.54490, -1.95481], [3.51419, -3.01343, -0.93937], [1.94338, -5.22060, -4.53712], [2.28884, -3.51228, -4.15203], [2.88774, -4.80845, -3.08760], [-1.47523, -4.35831, -2.20345], [-2.41680, -2.71807, -0.61890], [-2.27054, -0.87767, 0.71248], [-2.79149, 3.35626, 0.06619], [-1.76302, 1.98261, -0.36281], [0.22408, 3.30635, 0.51980], [-0.50200, 3.89272, -0.97606], [-1.64442, 5.69288, 0.20364], [0.07691, 5.72107, 0.57440], [-1.05428, 6.12159, 2.61858], [-0.45024, 4.46988, 2.73080], [-3.25238, 4.98687, 1.70690], [-2.94834, 5.06195, 3.43365], [-2.33708, 2.79922, 3.62268], [-3.76555, 2.82237, 2.57803], [3.45454, -2.41015, -0.03151], [4.51695, -2.93434, -1.35321], [3.29387, -4.05942, -0.69082]],
  "nbo_charge": [-0.24, -0.49, 0.25, -0.20, -0.18, -0.03, -0.22, -0.23, 0.64, -0.60, -0.43, -0.22, -0.41, -0.39, -0.41, -0.41, -0.22, 0.32, 0.42, -0.55, -0.23, 0.33, -0.53, -0.25, 0.19, 0.19, 0.18, 0.23, 0.22, 0.22, 0.20, 0.22, 0.21, 0.21, 0.19, 0.21, 0.21, 0.20, 0.19, 0.22, 0.24, 0.19, 0.19, 0.20, 0.17],
  "lumo_ev": -0.1,
  "smiles": "COc1ccc2cc(C(=O)N3CCCCCC3)sc(=O)c2c1OC",
  "e_tot_ha": -1452.38705,
  "relative_energy_kcal_mol": 43.4,
  "fmax_ha_per_bohr": 0.01877,
  "e_homo_ev": -7.990
}

Record 3
{
  "formula": "C4H6ClO2S",
  "method": "ωB97M-V with the def2-TZVPD basis set",
  "elements": ["C", "C", "C", "C", "O", "O", "S", "Cl", "H", "H", "H", "H", "H", "H"],
  "positions_angstrom": [[-0.62003, 0.63011, -0.12150], [2.06012, -0.44759, 0.85974], [-1.16346, 1.96457, -0.40803], [1.78220, -1.88904, 0.70121], [-0.96009, -0.29787, -1.22671], [-3.30789, 0.06252, 0.00816], [-1.98889, -0.58933, 0.06913], [3.16432, 0.24441, -0.35065], [-2.23810, 1.84643, -0.84140], [-0.57142, 2.52506, -1.23334], [-1.13267, 2.57105, 0.44033], [2.23859, -2.24409, 1.55231], [0.65748, -2.04151, 0.85543], [2.07984, -2.33470, -0.30469]],
  "nbo_charge": [-0.19, 0.02, -0.71, -0.81, -0.74, -0.99, 1.25, -0.12, 0.20, 0.20, 0.20, 0.24, 0.26, 0.19],
  "total_charge": -1,
  "lumo_ev": [3.6, 3.6],
  "e_tot_ha": -1164.67571,
  "relative_energy_kcal_mol": 179.1,
  "fmax_ha_per_bohr": 0.08759,
  "e_homo_ev": [-2.642, -2.658]
}

Record 4
{
  "formula": "CH3ClN2O2",
  "method": "ωB97M-V with the def2-TZVPD basis set",
  "elements": ["C", "N", "N", "O", "O", "Cl", "H", "H", "H"],
  "positions_angstrom": [[-0.12550, -0.05862, 0.28731], [-1.55384, 0.01448, 0.46804], [-2.23292, 0.80532, -0.10662], [-2.06664, 1.85338, -0.58913], [-3.65005, 0.51616, -0.40463], [-4.70933, -0.64445, 0.20956], [0.06735, -1.17272, 0.25868], [0.11255, 0.41108, -0.62866], [0.23158, 0.31314, 1.26632]],
  "nbo_charge": [-0.45, -0.25, 0.59, -0.36, -0.45, 0.25, 0.22, 0.21, 0.23],
  "lumo_ev": -0.3,
  "smiles": "C/N=[N+](\\[O-])OCl",
  "e_tot_ha": -759.85155,
  "relative_energy_kcal_mol": 100.3,
  "fmax_ha_per_bohr": 0.07278,
  "e_homo_ev": -10.342
}

What did the third record say?
{
  "formula": "C4H6ClO2S",
  "method": "ωB97M-V with the def2-TZVPD basis set",
  "elements": ["C", "C", "C", "C", "O", "O", "S", "Cl", "H", "H", "H", "H", "H", "H"],
  "positions_angstrom": [[-0.62003, 0.63011, -0.12150], [2.06012, -0.44759, 0.85974], [-1.16346, 1.96457, -0.40803], [1.78220, -1.88904, 0.70121], [-0.96009, -0.29787, -1.22671], [-3.30789, 0.06252, 0.00816], [-1.98889, -0.58933, 0.06913], [3.16432, 0.24441, -0.35065], [-2.23810, 1.84643, -0.84140], [-0.57142, 2.52506, -1.23334], [-1.13267, 2.57105, 0.44033], [2.23859, -2.24409, 1.55231], [0.65748, -2.04151, 0.85543], [2.07984, -2.33470, -0.30469]],
  "nbo_charge": [-0.19, 0.02, -0.71, -0.81, -0.74, -0.99, 1.25, -0.12, 0.20, 0.20, 0.20, 0.24, 0.26, 0.19],
  "total_charge": -1,
  "lumo_ev": [3.6, 3.6],
  "e_tot_ha": -1164.67571,
  "relative_energy_kcal_mol": 179.1,
  "fmax_ha_per_bohr": 0.08759,
  "e_homo_ev": [-2.642, -2.658]
}

Copy entry 4 word for word.
{
  "formula": "CH3ClN2O2",
  "method": "ωB97M-V with the def2-TZVPD basis set",
  "elements": ["C", "N", "N", "O", "O", "Cl", "H", "H", "H"],
  "positions_angstrom": [[-0.12550, -0.05862, 0.28731], [-1.55384, 0.01448, 0.46804], [-2.23292, 0.80532, -0.10662], [-2.06664, 1.85338, -0.58913], [-3.65005, 0.51616, -0.40463], [-4.70933, -0.64445, 0.20956], [0.06735, -1.17272, 0.25868], [0.11255, 0.41108, -0.62866], [0.23158, 0.31314, 1.26632]],
  "nbo_charge": [-0.45, -0.25, 0.59, -0.36, -0.45, 0.25, 0.22, 0.21, 0.23],
  "lumo_ev": -0.3,
  "smiles": "C/N=[N+](\\[O-])OCl",
  "e_tot_ha": -759.85155,
  "relative_energy_kcal_mol": 100.3,
  "fmax_ha_per_bohr": 0.07278,
  "e_homo_ev": -10.342
}